This record from OMol25 describes a cluster of 12 separate species, C68H172N12O22 in total in a non-equilibrium geometry. The level of theory is the ωB97M-V functional and the def2-TZVPD basis.

Summary:
Frontier orbital gap (hartree): 0.3252
HOMO level (eV): -8.2200

Bonds (Å) are listed after each position.
Cartesian coordinates (Å):
1 O -5.187 5.806 0.023  C63 1.403, C65 1.429
2 O 2.083 -7.258 1.198  C45 1.383, C55 1.398
3 O -1.434 3.457 5.505  C52 1.442, C76 1.392
4 O 2.933 2.088 3.510  C50 1.426, C54 1.439
5 O 4.302 -1.195 -4.136  C57 1.423, C66 1.439
6 O -6.188 -0.198 -1.898  C95 1.381, C98 1.393
7 O -2.075 -7.283 2.559  C60 1.382, C83 1.465
8 O -4.272 -0.221 1.059  C37 1.438, C77 1.460
9 O -4.074 6.979 4.720  C86 1.399, C102 1.403
10 O -0.310 2.053 0.754  C61 1.449, C88 1.403
11 O -3.222 -1.782 -3.285  C42 1.413, C44 1.406
12 O -0.907 -2.959 0.097  C53 1.457, C94 1.423
13 O 0.537 7.392 -2.847  C59 1.442, C72 1.416
14 O 0.048 -4.984 -3.355  C49 1.366, C71 1.398
15 O 4.278 6.984 2.510  C62 1.469, C68 1.411
16 O 6.239 -11.755 1.574  C46 1.411, C97 1.405
17 O 5.361 2.582 0.532  C91 1.459, C93 1.485
18 O 4.498 -1.789 1.957  C51 1.442, C92 1.385
19 O -0.515 -0.453 4.783  C85 1.436, C99 1.422
20 O 1.610 1.913 -3.701  C69 1.451, C75 1.418
21 O -2.612 1.014 -7.136  C58 1.430, C89 1.402
22 O -2.741 2.532 -2.834  C41 1.407, C84 1.396
23 N 0.776 -0.488 -0.064  C70 1.465, C96 1.420, H120 1.010
24 N -5.664 2.536 -2.295  C48 1.410, C56 1.430, H214 1.071
25 N 2.732 7.280 0.079  C39 1.548, C40 1.490, H135 1.028
26 N -3.016 -1.564 3.377  C74 1.438, C79 1.471, H241 1.013
27 N -2.455 -4.472 3.333  C36 1.453, H109 1.016, H148 1.021
28 N 1.308 3.721 5.086  C90 1.455, C100 1.442, H142 0.991
29 N -5.868 -2.890 -4.373  C35 1.522, H115 1.050, H141 1.013
30 N -0.115 2.534 -5.893  C64 1.447, C67 1.431, H184 1.012
31 N 3.122 -9.864 1.360  C47 1.464, C78 1.398, H256 1.012
32 N 2.641 -4.248 -2.859  C81 1.461, C87 1.534, H117 1.030
33 N 5.765 -0.286 -0.108  C80 1.450, C101 1.433, H263 1.033
34 N -3.242 5.729 2.156  C38 1.459, C43 1.453, H271 1.009
35 C -4.578 -2.530 -5.096  N29 1.522, C42 1.520, C82 1.509, H107 1.080
36 C -1.160 -5.127 3.279  N27 1.453, C73 1.546, C83 1.492, H127 1.109
37 C -4.072 1.148 0.665  O8 1.438, H207 1.089, H221 1.097, H252 1.102
38 C -3.335 4.900 0.958  N34 1.459, C65 1.521, H111 1.095, H151 1.111
39 C 1.528 7.790 -0.750  N25 1.548, C72 1.528, H176 1.146, H195 1.117
40 C 3.383 8.421 0.781  N25 1.490, C68 1.511, H158 1.092, H208 1.106
41 C -1.401 2.886 -2.594  O22 1.407, H113 1.099, H136 1.102, H180 1.113
42 C -3.766 -1.379 -4.525  O11 1.413, C35 1.520, H168 1.095, H229 1.032
43 C -3.157 5.094 3.461  N34 1.453, C86 1.541, H104 1.094, H274 1.062
44 C -2.426 -0.760 -2.739  O11 1.406, H186 1.071, H219 1.096, H246 1.058
45 C 2.383 -5.908 1.196  O2 1.383, H156 1.099, H231 1.085, H254 1.104
46 C 5.830 -13.059 1.222  O16 1.411, H173 1.128, H199 1.116, H251 1.086
47 C 4.420 -10.330 0.868  N31 1.464, C97 1.535, H198 1.054, H242 1.095
48 C -6.928 2.020 -2.650  N24 1.410, C98 1.548, H201 1.049, H255 1.151
49 C -1.165 -4.968 -3.985  O14 1.366, H108 1.069, H112 1.114, H157 1.040
50 C 3.555 3.187 4.172  O4 1.426, C90 1.530, H209 1.089, H243 1.051
51 C 3.642 -2.680 2.700  O18 1.442, H183 1.078, H202 1.058, H216 1.099
52 C -2.300 2.556 6.225  O3 1.442, H103 1.119, H167 1.106, H187 1.104
53 C -1.776 -3.629 -0.862  O12 1.457, H106 1.076, H119 1.063, H266 1.088
54 C 3.810 0.953 3.401  O4 1.439, H105 1.071, H224 1.147, H272 1.098
55 C 2.445 -7.888 0.004  O2 1.398, C78 1.534, H239 1.125, H265 1.111
56 C -5.029 3.422 -3.221  N24 1.430, C84 1.580, H238 1.100, H268 1.096
57 C 5.672 -0.812 -4.146  O5 1.423, H152 1.057, H213 1.071, H257 1.079
58 C -2.296 2.403 -7.267  O21 1.430, C67 1.597, H139 1.130, H204 1.151
59 C -0.170 6.453 -3.681  O13 1.442, H110 1.140, H197 1.098, H227 1.092
60 C -2.139 -8.645 2.788  O7 1.382, H166 1.108, H240 1.105, H267 1.057
61 C 0.940 1.901 0.039  O10 1.449, C96 1.466, H194 1.088, H210 1.066
62 C 5.451 6.492 3.244  O15 1.469, H133 1.119, H140 1.079, H147 1.063
63 C -6.582 5.796 -0.131  O1 1.403, H223 1.091, H244 1.094, H264 1.103
64 C 0.097 1.190 -5.399  N30 1.447, C69 1.485, H118 1.068, H258 1.131
65 C -4.763 4.554 0.568  O1 1.429, C38 1.521, H138 1.073, H226 1.093
66 C 4.070 -2.274 -3.211  O5 1.439, C87 1.537, H174 1.079, H262 1.100
67 C -1.495 2.901 -5.978  N30 1.431, C58 1.597, H149 1.060, H212 1.054
68 C 4.603 7.959 1.543  O15 1.411, C40 1.511, H215 1.070, H228 1.086
69 C 1.438 0.978 -4.798  O20 1.451, C64 1.485, H163 1.134, H270 1.093
70 C 1.195 -1.822 0.375  N23 1.465, C94 1.514, H125 1.099, H233 1.137
71 C 1.038 -5.325 -4.280  O14 1.398, C81 1.471, H130 1.062, H143 1.085
72 C 0.927 6.722 -1.663  O13 1.416, C39 1.528, H124 1.108, H172 1.113
73 C -0.171 -4.374 4.199  C36 1.546, H144 1.109, H237 1.118, H273 1.075
74 C -2.320 -0.894 2.313  N26 1.438, C77 1.473, H160 1.057, H247 1.128
75 C 2.626 1.576 -2.772  O20 1.418, H178 1.131, H182 1.079, H218 1.130
76 C -0.619 4.160 6.388  O3 1.392, C100 1.498, H211 1.090, H250 1.134
77 C -3.028 -0.985 1.024  O8 1.460, C74 1.473, H188 1.092, H196 1.088
78 C 2.307 -9.381 0.333  N31 1.398, C55 1.534, H165 1.111, H189 1.052
79 C -2.877 -0.923 4.694  N26 1.471, C85 1.527, H121 1.071, H225 1.141
80 C 6.605 0.853 -0.423  N33 1.450, C91 1.461, H232 1.065, H236 1.132
81 C 2.316 -5.484 -3.568  N32 1.461, C71 1.471, H126 1.128, H261 1.094
82 C -4.803 -2.340 -6.576  C35 1.509, H170 1.085, H192 1.116, H205 1.094
83 C -1.217 -6.597 3.528  O7 1.465, C36 1.492, H193 1.106, H222 1.095
84 C -3.517 3.693 -2.848  O22 1.396, C56 1.580, H220 1.105, H249 1.112
85 C -1.580 -1.123 5.475  O19 1.436, C79 1.527, H145 1.111, H245 1.101
86 C -2.971 6.129 4.587  O9 1.399, C43 1.541, H128 1.075, H169 1.065
87 C 2.770 -2.953 -3.670  N32 1.534, C66 1.537, H132 1.116, H177 1.112
88 C -0.110 2.712 1.976  O10 1.403, H154 1.107, H155 1.077, H181 1.103
89 C -2.701 0.340 -8.362  O21 1.402, H131 1.060, H206 1.068, H235 1.080
90 C 2.461 4.238 4.366  N28 1.455, C50 1.530, H159 1.116, H260 1.104
91 C 5.872 2.077 -0.738  O17 1.459, C80 1.461, H116 1.107, H123 1.128
92 C 5.357 -2.422 1.073  O18 1.385, C101 1.538, H162 1.089, H230 1.127
93 C 4.560 3.790 0.214  O17 1.485, H122 1.073, H161 1.096, H179 1.126
94 C 0.448 -2.932 -0.334  O12 1.423, C70 1.514, H137 1.105, H217 1.132
95 C -6.501 -1.245 -1.053  O6 1.381, H153 1.083, H175 1.109, H259 1.091
96 C 1.557 0.614 0.374  N23 1.420, C61 1.466, H129 1.067, H150 1.151
97 C 5.171 -10.971 2.043  O16 1.405, C47 1.535, H171 1.066, H248 1.080
98 C -7.216 0.740 -1.829  O6 1.393, C48 1.548, H114 1.066, H191 1.094
99 C 0.753 -0.431 5.426  O19 1.422, H164 1.100, H190 1.097, H269 1.098
100 C 0.470 4.788 5.574  N28 1.442, C76 1.498, H134 1.128, H185 1.074
101 C 6.370 -1.350 0.638  N33 1.433, C92 1.538, H203 1.038, H234 1.086
102 C -3.901 7.851 5.806  O9 1.403, H146 1.121, H200 1.109, H253 1.102
103 H -1.613 1.969 6.885  C52 1.119
104 H -4.017 4.448 3.660  C43 1.094
105 H 4.703 1.317 2.935  C54 1.071
106 H -1.769 -2.949 -1.697  C53 1.076
107 H -3.966 -3.395 -4.888  C35 1.080
108 H -1.890 -4.644 -3.271  C49 1.069
109 H -3.018 -4.538 2.489  N27 1.016
110 H -0.349 6.881 -4.723  C59 1.140
111 H -2.777 3.980 1.161  C38 1.095
112 H -1.434 -5.990 -4.339  C49 1.114
113 H -0.743 2.014 -2.716  C41 1.099
114 H -7.293 1.181 -0.862  C98 1.066
115 H -6.450 -2.017 -4.337  N29 1.050
116 H 6.502 2.875 -1.174  C91 1.107
117 H 2.127 -4.083 -1.981  N32 1.030
118 H -0.665 0.976 -4.683  C64 1.068
119 H -2.792 -3.696 -0.553  C53 1.063
120 H -0.188 -0.398 0.225  N23 1.010
121 H -3.659 -1.347 5.291  C79 1.071
122 H 4.329 4.191 1.183  C93 1.073
123 H 5.002 1.952 -1.445  C91 1.128
124 H 0.123 6.061 -1.284  C72 1.108
125 H 2.250 -2.036 0.152  C70 1.099
126 H 2.167 -6.235 -2.739  C81 1.128
127 H -0.721 -5.108 2.260  C36 1.109
128 H -2.079 6.712 4.448  C86 1.075
129 H 2.590 0.597 0.105  C96 1.067
130 H 0.734 -6.237 -4.732  C71 1.062
131 H -1.866 0.498 -8.995  C89 1.060
132 H 1.885 -2.278 -3.587  C87 1.116
133 H 5.802 7.348 3.872  C62 1.119
134 H 0.014 5.430 4.766  C100 1.128
135 H 2.248 6.747 0.813  N25 1.028
136 H -1.074 3.681 -3.283  C41 1.102
137 H 0.793 -3.967 -0.164  C94 1.105
138 H -5.311 4.292 1.453  C65 1.073
139 H -1.787 2.587 -8.259  C58 1.130
140 H 6.266 6.138 2.632  C62 1.079
141 H -5.649 -3.010 -3.391  N29 1.013
142 H 0.752 3.054 4.608  N28 0.991
143 H 1.156 -4.547 -5.026  C71 1.085
144 H -0.026 -3.343 3.818  C73 1.109
145 H -1.746 -0.681 6.481  C85 1.111
146 H -3.697 7.352 6.788  C102 1.121
147 H 5.124 5.663 3.822  C62 1.063
148 H -2.226 -3.479 3.402  N27 1.021
149 H -2.055 2.637 -5.118  C67 1.060
150 H 1.608 0.598 1.524  C96 1.151
151 H -2.915 5.391 0.055  C38 1.111
152 H 5.791 0.039 -3.531  C57 1.057
153 H -6.902 -0.929 -0.097  C95 1.083
154 H 0.625 2.137 2.572  C88 1.107
155 H 0.259 3.717 1.859  C88 1.077
156 H 1.874 -5.492 0.315  C45 1.099
157 H -1.193 -4.252 -4.738  C49 1.040
158 H 3.665 9.140 0.009  C40 1.092
159 H 2.213 4.567 3.328  C90 1.116
160 H -2.191 0.124 2.569  C74 1.057
161 H 3.756 3.418 -0.430  C93 1.096
162 H 4.883 -2.807 0.171  C92 1.089
163 H 2.253 1.077 -5.579  C69 1.134
164 H 0.702 0.047 6.416  C99 1.100
165 H 2.388 -10.039 -0.558  C78 1.111
166 H -1.105 -9.033 2.711  C60 1.108
167 H -3.023 3.105 6.857  C52 1.106
168 H -2.967 -1.184 -5.248  C42 1.095
169 H -2.839 5.632 5.520  C86 1.065
170 H -5.400 -3.172 -6.937  C82 1.085
171 H 4.432 -11.444 2.649  C97 1.066
172 H 1.813 6.096 -1.911  C72 1.113
173 H 6.637 -13.579 0.631  C46 1.128
174 H 4.835 -3.034 -3.195  C66 1.079
175 H -7.200 -1.962 -1.528  C95 1.109
176 H 1.933 8.500 -1.554  C39 1.146
177 H 2.913 -3.199 -4.745  C87 1.112
178 H 2.590 2.475 -2.086  C75 1.131
179 H 5.227 4.440 -0.420  C93 1.126
180 H -1.294 3.269 -1.554  C41 1.113
181 H -1.117 2.802 2.417  C88 1.103
182 H 3.587 1.427 -3.238  C75 1.079
183 H 3.011 -3.232 2.022  C51 1.078
184 H 0.305 3.119 -5.181  N30 1.012
185 H 1.093 5.390 6.209  C100 1.074
186 H -2.005 -1.174 -1.845  C44 1.071
187 H -2.844 1.920 5.505  C52 1.104
188 H -3.343 -2.004 0.787  C77 1.092
189 H 1.286 -9.417 0.586  C78 1.052
190 H 1.063 -1.460 5.647  C99 1.097
191 H -8.193 0.345 -2.121  C98 1.094
192 H -5.359 -1.420 -6.875  C82 1.116
193 H -1.576 -6.758 4.562  C83 1.106
194 H 1.690 2.634 0.330  C61 1.088
195 H 0.789 8.286 -0.074  C39 1.117
196 H -2.459 -0.739 0.130  C77 1.088
197 H -1.145 6.154 -3.274  C59 1.098
198 H 5.061 -9.614 0.435  C47 1.054
199 H 4.931 -13.019 0.562  C46 1.116
200 H -2.958 8.395 5.593  C102 1.109
201 H -7.716 2.705 -2.556  C48 1.049
202 H 3.053 -2.036 3.298  C51 1.058
203 H 6.826 -1.159 1.550  C101 1.038
204 H -3.269 3.011 -7.180  C58 1.151
205 H -3.856 -2.317 -7.123  C82 1.094
206 H -3.543 0.678 -8.924  C89 1.068
207 H -3.392 1.195 -0.185  C37 1.089
208 H 2.648 8.890 1.462  C40 1.106
209 H 4.375 3.630 3.609  C50 1.089
210 H 0.641 1.966 -0.982  C61 1.066
211 H -0.178 3.468 7.106  C76 1.090
212 H -1.471 3.954 -6.028  C67 1.054
213 H 5.818 -0.540 -5.172  C57 1.071
214 H -5.015 1.690 -2.193  N24 1.071
215 H 5.098 8.765 2.043  C68 1.070
216 H 4.305 -3.395 3.207  C51 1.099
217 H 0.428 -2.747 -1.451  C94 1.132
218 H 2.383 0.642 -2.184  C75 1.130
219 H -1.615 -0.516 -3.436  C44 1.096
220 H -3.096 4.363 -3.619  C84 1.105
221 H -5.003 1.728 0.639  C37 1.097
222 H -0.190 -6.938 3.357  C83 1.095
223 H -7.187 5.970 0.760  C63 1.091
224 H 4.102 0.487 4.408  C54 1.147
225 H -3.044 0.206 4.687  C79 1.141
226 H -4.990 3.818 -0.209  C65 1.093
227 H 0.455 5.563 -3.781  C59 1.092
228 H 5.295 7.548 0.813  C68 1.086
229 H -4.380 -0.553 -4.440  C42 1.032
230 H 5.856 -3.301 1.570  C92 1.127
231 H 3.466 -5.840 1.181  C45 1.085
232 H 7.224 0.627 -1.260  C80 1.065
233 H 1.137 -1.909 1.508  C70 1.137
234 H 7.131 -1.786 -0.002  C101 1.086
235 H -2.787 -0.717 -8.156  C89 1.080
236 H 7.235 1.155 0.467  C80 1.132
237 H 0.817 -4.896 4.205  C73 1.118
238 H -4.999 2.994 -4.233  C56 1.100
239 H 3.476 -7.575 -0.318  C55 1.125
240 H -2.360 -8.832 3.854  C60 1.105
241 H -3.990 -1.696 3.134  N26 1.013
242 H 4.233 -11.092 0.105  C47 1.095
243 H 3.918 2.850 5.099  C50 1.051
244 H -6.742 6.630 -0.822  C63 1.094
245 H -1.388 -2.200 5.595  C85 1.101
246 H -3.002 0.098 -2.516  C44 1.058
247 H -1.252 -1.209 2.136  C74 1.128
248 H 5.564 -10.163 2.642  C97 1.080
249 H -3.465 4.227 -1.874  C84 1.112
250 H -1.200 4.947 6.961  C76 1.134
251 H 5.626 -13.613 2.134  C46 1.086
252 H -3.479 1.643 1.450  C37 1.102
253 H -4.689 8.611 5.923  C102 1.102
254 H 2.063 -5.522 2.179  C45 1.104
255 H -6.866 1.766 -3.771  C48 1.151
256 H 3.260 -9.089 1.995  N31 1.012
257 H 6.327 -1.611 -3.835  C57 1.079
258 H -0.050 0.383 -6.177  C64 1.131
259 H -5.542 -1.734 -0.878  C95 1.091
260 H 2.797 5.104 4.961  C90 1.104
261 H 3.141 -5.729 -4.244  C81 1.094
262 H 4.006 -1.945 -2.163  C66 1.100
263 H 4.951 0.042 0.437  N33 1.033
264 H -6.948 4.824 -0.502  C63 1.103
265 H 1.728 -7.590 -0.790  C55 1.111
266 H -1.337 -4.565 -1.199  C53 1.088
267 H -2.792 -9.178 2.151  C60 1.057
268 H -5.528 4.396 -3.275  C56 1.096
269 H 1.467 0.147 4.824  C99 1.098
270 H 1.520 -0.029 -4.380  C69 1.093
271 H -3.908 6.482 2.082  N34 1.009
272 H 3.476 0.197 2.678  C54 1.098
273 H -0.532 -4.430 5.209  C73 1.075
274 H -2.275 4.505 3.425  C43 1.062